This record from the OMol25 dataset describes C16H13BrCuN2O6S2 as an isolated structure. The level of theory is the ωB97M-V functional and the def2-TZVPD basis.

Properties
Molecular weight = 536.87 u
Multiplicity = 2
E_LUMO (alpha / beta) = 0.143 / 0.143 Ha
Charge = -2
<S²> = 0.76
ΔE to the lowest compared entry with this formula, charge and spin = 1.10 kcal/mol
F_max = 0.481 eV/A
HOMO (alpha / beta) = -1.9 / -2.0 eV
Frontier orbital gap (alpha / beta) = 5.738 / 5.930 eV

```
41
Properties=species:S:1:pos:R:3:forces:R:3:mulliken_charge:R:1
Cu 0.96013 -0.91725 0.11132 0.31 -0.06 -0.35 -0.253
O 0.37702 -3.15869 5.79800 -0.06 0.01 0.01 -0.614
C -0.57359 -3.42710 4.94248 0.05 -0.05 0.05 0.407
O -1.54490 -4.11109 5.23011 -0.02 0.01 -0.03 -0.695
C -0.43377 -2.86945 3.56864 -0.09 -0.01 0.03 0.694
C -1.40509 -3.05457 2.59996 -0.07 0.07 0.03 -0.471
N -0.99547 -2.44426 1.49428 0.33 0.06 -0.06 0.263
N 0.20407 -1.85844 1.66898 -0.32 -0.03 0.35 -0.692
C 0.56145 -2.08613 2.93461 0.16 -0.07 -0.08 -0.158
C 1.85552 -1.50029 3.49826 -0.15 0.03 -0.16 0.743
O 2.07160 -1.75736 4.72948 0.01 -0.04 0.01 -0.826
O 2.55155 -0.82571 2.74895 0.04 -0.07 0.07 -0.606
H 1.12611 -2.53502 5.34249 0.09 0.01 -0.02 0.469
H -2.35592 -3.55479 2.66431 0.02 -0.03 0.01 0.522
H -1.47596 -2.17642 0.60269 -0.18 -0.10 0.00 0.349
C 3.93593 1.63488 -2.29066 0.00 0.02 -0.01 -1.628
C 2.84864 0.69500 -1.81147 -0.09 -0.09 -0.10 0.686
S 2.73479 0.45682 -0.14430 0.16 0.30 0.02 -0.180
C 2.00372 0.06262 -2.74692 0.10 0.10 0.10 0.629
C 2.11090 0.39459 -4.22018 -0.01 -0.02 -0.02 -1.330
S 0.80838 -1.04105 -2.31664 0.01 -0.07 0.17 -0.323
H 4.52360 1.97782 -1.44230 -0.01 -0.01 0.00 0.380
H 3.51240 2.51378 -2.78728 0.00 -0.01 0.00 0.331
H 4.61016 1.15189 -3.00442 -0.01 -0.01 0.01 0.333
H 2.95585 1.03772 -4.46322 0.00 -0.01 0.01 0.353
H 1.19737 0.89552 -4.55003 0.00 0.01 0.01 0.248
H 2.19344 -0.52222 -4.80684 0.00 0.00 0.01 0.290
Br -4.74752 4.33335 -2.08990 -0.01 0.01 0.00 -0.276
C -3.33871 3.21490 -1.43050 0.02 -0.03 0.01 0.144
C -2.14509 3.80684 -1.05189 -0.01 0.00 0.00 -0.320
C -1.13359 2.98424 -0.57805 0.00 -0.02 -0.02 -0.750
C -1.31303 1.60772 -0.49631 0.25 0.24 0.00 0.023
C -2.51571 1.03338 -0.87879 -0.15 0.04 0.02 0.124
C -3.54224 1.85305 -1.34424 0.00 0.00 0.01 -0.481
C -2.77373 -0.47449 -0.78898 -0.04 -0.07 -0.21 0.289
O -3.94598 -0.85103 -0.92392 0.05 0.02 0.07 -0.769
O -1.74244 -1.17892 -0.60980 -0.17 0.01 0.12 -0.601
H -2.01363 4.87796 -1.12655 0.00 0.00 0.00 0.375
H -0.18667 3.41400 -0.27421 0.00 0.01 0.00 0.439
H -0.48116 1.01041 -0.13770 -0.21 -0.15 -0.05 0.356
H -4.47843 1.38778 -1.61948 0.00 0.01 -0.01 0.528
```
Positions in Å, forces in eV/Å.

***

This record from the OMol25 dataset describes a 4-piece molecular cluster, C42H94Cl2FN12O11P4 overall at a distorted geometry. The level of theory is the ωB97M-V functional and the def2-TZVPD basis.

Properties
Molecular weight = 1157.09 u
E_LUMO = -0.117 Ha
Charge = +1
F_max = 6.048 eV/A
HOMO = -9.3 eV
Frontier orbital gap = 6.108 eV

```
166
Properties=species:S:1:pos:R:3:forces:R:3:mulliken_charge:R:1
C 4.15052 0.16035 1.03032 0.18 -0.18 -0.41 -0.945
C 3.57518 -0.90628 0.41674 -0.54 0.20 0.65 -0.446
C 3.15347 -0.98604 -1.03180 2.02 -0.24 -0.73 3.061
C 4.27091 -0.08952 -1.71284 -0.26 0.24 -0.21 -1.968
O 5.36981 -0.50288 -1.50770 0.31 -0.29 0.18 -0.459
N 4.11693 1.12873 -2.44091 0.37 0.47 -0.13 0.619
C 5.06288 2.09835 -2.04784 0.01 0.09 0.31 0.510
O 5.10793 2.65162 -1.00780 0.19 -0.25 -0.14 -0.407
F 5.93222 2.34898 -3.04108 -0.35 0.10 -0.02 -0.255
C 3.36335 -2.40552 -1.66378 -0.13 -0.64 -0.37 -1.259
C 3.65140 -3.53482 -0.68597 0.48 -0.54 -0.79 -0.838
C 3.94605 -4.83279 -1.48647 -0.04 -0.16 0.18 -0.297
C 2.90362 -5.90432 -1.17109 -0.02 0.51 -0.12 -1.264
O 2.28843 -2.85768 -2.48704 -0.66 0.67 1.15 0.048
C 1.64027 -1.92075 -3.33294 0.39 -0.72 -0.17 1.948
C 2.64126 -1.58957 -4.45863 0.01 -0.20 -0.41 -1.042
C 2.07948 -1.31025 -5.85800 0.14 0.28 0.15 -0.556
O 3.13742 -0.78368 -6.66172 -0.33 -0.06 0.16 -0.478
C 3.27243 0.55591 -6.64181 0.29 0.34 -0.17 0.261
O 4.21739 1.09875 -7.11222 0.23 0.05 -0.10 -0.457
C 0.55362 -2.81496 -3.95270 0.57 -0.40 -0.22 -3.131
O -0.09069 -3.58227 -2.94116 -0.01 0.08 -0.18 -0.113
C -1.21376 -4.24463 -3.42617 0.04 -0.26 0.12 0.569
C -1.02544 -5.71668 -3.62885 0.42 0.12 -0.24 -1.309
O -2.20975 -3.63895 -3.65107 -0.45 0.35 -0.11 -0.484
C 1.03824 -0.70572 -2.52861 -0.56 0.91 -0.90 1.764
Cl 1.37861 0.83036 -3.40628 0.30 0.02 0.20 0.034
C -0.50647 -0.68417 -2.47332 -0.29 -0.59 0.31 0.757
C -1.32335 -0.20438 -3.69174 -0.70 -0.08 0.34 -1.173
C -1.92873 1.19685 -3.47733 0.20 -0.53 -0.94 -0.738
C -3.19972 1.17041 -2.61725 0.44 1.09 0.27 -0.947
N -2.95625 1.41546 -1.19078 -0.34 -0.54 -0.37 -0.471
N 1.62908 -0.61642 -1.09688 -0.46 -0.67 -0.04 1.213
C 0.86397 -1.70162 -0.29618 0.11 -0.50 0.41 -0.613
C -0.26764 -1.34728 0.67396 -0.89 -1.06 -0.11 1.396
C -1.19940 -2.57798 0.67642 0.48 -0.09 0.10 -1.484
Cl 0.31644 -1.19415 2.35984 0.18 0.42 -0.04 -0.084
P 1.31721 1.02053 -0.26950 0.66 1.36 0.40 0.620
O 2.17207 2.12116 -0.70313 0.05 -0.15 -0.17 -0.790
H 3.64520 0.62795 1.87177 0.91 -1.02 1.16 0.267
H 5.10869 0.57582 0.74003 -0.71 1.08 -0.96 0.246
H 3.31220 -1.72962 1.07691 -1.49 0.50 0.09 0.368
H 4.19293 1.01416 -3.44658 -0.22 -0.33 0.02 0.212
H 4.23696 -2.38562 -2.31679 0.17 0.43 0.18 0.875
H 2.82496 -3.75663 -0.01219 0.04 0.26 0.19 0.312
H 4.56563 -3.29226 -0.14577 -0.20 0.25 0.31 0.472
H 3.95731 -4.63285 -2.55780 0.01 0.03 -0.03 0.034
H 4.94599 -5.18556 -1.23932 0.01 -0.08 -0.02 0.539
H 1.91520 -5.49786 -1.40578 -0.08 -0.12 -0.02 0.081
H 2.92371 -6.11612 -0.10189 -0.02 -0.28 -0.02 0.385
H 3.05028 -6.81156 -1.75190 0.07 -0.10 0.11 0.418
H 3.33868 -0.79065 -4.21647 -0.13 0.08 0.19 -0.319
H 3.24773 -2.49145 -4.55915 0.06 0.00 0.10 0.789
H 1.24031 -0.61191 -5.83579 -0.03 0.01 -0.04 0.610
H 1.77134 -2.22739 -6.35085 -0.10 0.00 -0.02 0.204
H 2.45834 1.12864 -6.16791 -0.25 -0.32 0.07 0.316
H -0.13429 -2.29055 -4.61273 -0.23 0.16 0.30 0.416
H 1.10935 -3.51921 -4.58139 0.02 -0.01 -0.02 1.128
H 0.02063 -5.98180 -3.50311 -0.03 -0.14 0.21 0.276
H -1.30177 -5.93957 -4.65918 -0.19 -0.06 0.04 0.358
H -1.66606 -6.29122 -2.96535 -0.02 0.00 0.04 0.368
H -0.87063 -1.66778 -2.19719 0.11 -0.09 -0.05 -0.602
H -0.82115 -0.03654 -1.66251 0.24 0.11 0.02 -1.451
H -2.18765 -0.87305 -3.73201 0.12 -0.19 -0.08 0.665
H -0.86492 -0.32835 -4.67088 0.44 0.22 0.15 0.280
H -1.17405 1.86630 -3.06116 -0.15 0.14 0.12 0.312
H -2.15869 1.58953 -4.47089 -0.12 0.07 0.03 0.463
H -3.84338 1.98124 -2.95907 -0.16 -0.09 -0.01 0.383
H -3.75460 0.24028 -2.73339 0.03 -0.05 -0.03 0.381
H -2.37944 0.66552 -0.83655 -0.07 0.19 0.50 0.257
H -2.49666 2.30591 -1.05272 0.05 -0.03 0.17 0.283
H 1.56899 -2.27578 0.28936 0.26 0.36 0.09 0.704
H 0.51030 -2.45718 -0.98887 -0.12 0.36 -0.38 -0.439
H -0.92793 -0.52476 0.41441 0.43 0.47 0.26 -0.640
H -1.83335 -2.58890 -0.20949 -0.02 -0.01 -0.02 0.301
H -1.79826 -2.58999 1.58141 -0.21 0.14 -0.09 0.497
H -0.58218 -3.47899 0.69662 -0.10 -0.10 -0.05 0.347
H -0.04767 1.26724 -0.43333 -0.06 -0.44 -0.18 0.088
H 1.52680 0.67586 1.05936 -0.39 -0.49 -0.03 -0.011
O -2.56045 1.70462 2.31338 2.69 -0.50 0.51 -0.574
P -2.87811 1.95842 3.74926 -4.19 1.27 0.91 0.198
N -3.99938 0.73876 4.17849 -0.20 0.34 0.25 0.227
C -5.34887 0.76519 3.63332 -0.08 0.04 -0.26 -0.829
C -3.40810 -0.58569 4.07875 0.31 -0.02 0.08 -1.151
N -3.56134 3.50913 3.68901 -0.07 -0.04 -0.65 0.402
C -4.83348 3.86737 4.28652 0.01 0.15 0.56 -1.206
C -3.32184 4.28232 2.47516 -0.13 -0.12 -0.25 -0.911
N -2.21480 2.18205 5.34022 1.79 -1.26 -1.11 0.157
C -0.74578 2.14118 5.37371 0.00 0.34 -0.18 -0.914
C -2.76137 1.50981 6.51237 -0.17 -0.16 0.09 -0.940
H -5.93876 -0.01649 4.11617 0.09 -0.09 -0.03 0.384
H -5.38072 0.60647 2.54710 0.01 -0.02 0.02 0.232
H -5.84651 1.70100 3.86214 0.07 -0.02 -0.06 0.206
H -2.51457 -0.65441 4.70822 0.02 0.01 -0.08 0.250
H -3.11399 -0.83628 3.04962 -0.07 -0.02 0.00 0.304
H -4.11226 -1.33814 4.43544 -0.05 0.06 0.03 0.370
H -5.67725 3.59632 3.64293 -0.02 0.13 0.02 0.319
H -4.89278 4.94472 4.45341 0.09 0.01 -0.04 0.466
H -4.97567 3.40288 5.26386 0.07 -0.14 -0.06 0.224
H -4.00455 4.00981 1.65982 0.01 0.04 -0.01 0.299
H -2.30462 4.14688 2.11853 0.00 -0.05 0.00 0.231
H -3.45503 5.34239 2.69774 -0.07 -0.03 0.09 0.357
H -0.35073 1.12578 5.24219 0.03 -0.01 0.09 0.283
H -0.37708 2.53406 6.32112 -0.06 0.02 0.02 0.371
H -0.33694 2.76947 4.57790 -0.01 -0.02 0.00 0.281
H -2.50919 0.44403 6.57317 0.01 0.03 0.03 0.301
H -3.84002 1.60950 6.56222 0.00 0.00 -0.10 0.272
H -2.34159 2.00782 7.38927 0.07 0.00 -0.05 0.392
O 7.12073 -5.96635 -3.54644 1.81 -0.80 1.51 -0.784
P 8.01913 -6.08811 -4.72602 -1.74 0.83 -3.84 0.456
N 8.15495 -4.49940 -5.35622 -0.02 -0.24 -0.47 0.315
C 7.01548 -3.86966 -5.99736 -0.24 -0.01 0.09 -1.143
C 8.79435 -3.60276 -4.40242 0.21 -0.12 0.20 -1.053
N 7.12871 -7.13263 -5.73726 -0.61 0.15 0.30 0.264
C 6.83536 -6.87172 -7.12947 0.47 -0.20 -0.27 -1.042
C 6.04806 -7.88131 -5.10814 -0.18 0.17 0.10 -0.937
N 9.55397 -6.66038 -5.28812 0.42 0.31 2.35 0.155
C 10.35255 -7.31946 -4.24129 -0.23 -0.30 0.02 -0.943
C 10.41745 -5.85762 -6.14612 0.03 0.21 -0.11 -0.951
H 7.33260 -2.92014 -6.43321 0.03 0.05 0.12 0.434
H 6.18195 -3.67270 -5.30411 0.02 0.01 -0.01 0.302
H 6.64546 -4.46876 -6.82269 -0.01 0.00 0.10 0.203
H 9.78010 -3.98492 -4.12121 -0.06 -0.01 0.05 0.275
H 8.20695 -3.48256 -3.48332 -0.02 0.05 -0.04 0.251
H 8.94610 -2.62227 -4.85499 -0.01 -0.03 -0.08 0.378
H 5.96630 -6.21286 -7.25348 -0.03 -0.11 -0.06 0.391
H 6.61281 -7.80910 -7.64508 0.01 -0.03 0.05 0.356
H 7.68827 -6.43129 -7.64854 0.01 0.09 0.10 0.242
H 5.12782 -7.28876 -5.00371 -0.02 -0.04 0.00 0.244
H 6.33359 -8.22664 -4.11936 0.01 0.06 0.03 0.286
H 5.82503 -8.76196 -5.71376 0.04 0.05 -0.10 0.370
H 10.76801 -6.60594 -3.52047 0.08 -0.02 -0.03 0.314
H 11.17465 -7.87741 -4.68869 -0.02 0.01 -0.07 0.353
H 9.73312 -8.03281 -3.69239 0.00 0.03 0.00 0.305
H 10.92944 -5.04098 -5.62369 0.02 -0.03 -0.02 0.311
H 9.87067 -5.43785 -6.98348 -0.08 0.01 0.05 0.268
H 11.17696 -6.53021 -6.55021 0.00 -0.04 0.08 0.400
O -7.62420 6.42648 5.37226 2.65 1.76 -1.24 -0.836
P -7.82963 7.59641 6.30312 -4.68 -2.09 3.21 0.776
N -8.07704 6.63621 7.73672 -0.67 0.27 0.41 0.197
C -9.22748 5.75646 7.84039 0.00 -0.13 -0.24 -0.975
C -6.85666 5.96059 8.13715 0.21 0.17 -0.12 -1.144
N -9.23587 8.29138 5.66714 0.33 -0.04 -0.77 0.195
C -10.48655 8.41337 6.38283 0.06 0.55 0.39 -1.050
C -9.46299 8.08953 4.24032 -0.05 -0.31 -0.08 -0.960
N -7.47337 8.99646 7.33236 2.19 -0.19 -1.34 0.042
C -6.22951 9.68743 6.95758 -0.25 0.26 -0.35 -0.987
C -7.59704 8.98494 8.78499 0.00 -0.15 0.24 -0.955
H -9.26550 5.34181 8.85097 0.10 -0.05 -0.01 0.369
H -9.20705 4.92338 7.12439 -0.01 -0.02 0.01 0.240
H -10.15534 6.30551 7.70687 0.04 -0.01 -0.08 0.267
H -6.05275 6.68843 8.29895 0.01 -0.05 -0.07 0.301
H -6.50931 5.24094 7.38407 -0.02 -0.05 0.05 0.235
H -7.01024 5.43462 9.08136 -0.06 0.04 0.02 0.370
H -11.06948 7.48583 6.34644 -0.02 0.04 -0.04 0.388
H -11.09439 9.20473 5.93713 0.05 0.00 -0.05 0.365
H -10.33201 8.69441 7.42518 0.10 -0.10 0.01 0.239
H -9.90698 7.11081 4.02072 0.00 0.01 -0.02 0.283
H -8.53485 8.16604 3.68080 0.02 -0.06 0.03 0.313
H -10.13512 8.86691 3.87157 -0.03 0.03 0.10 0.353
H -5.33555 9.12246 7.24587 0.02 0.07 0.07 0.318
H -6.18183 10.67057 7.42688 -0.04 0.00 0.02 0.360
H -6.19942 9.83923 5.87457 0.01 -0.02 0.00 0.327
H -6.79578 8.44095 9.29736 -0.01 0.04 0.02 0.306
H -8.54685 8.57321 9.10322 0.00 -0.04 -0.07 0.263
H -7.55993 10.02912 9.11036 0.11 0.02 -0.12 0.413
```
Positions in Å, forces in eV/Å.